Entry 1:
The following is a DFT calculation (ωB97M-V with the def2-TZVPD basis set) of C46H52BeN6O3P as an isolated structure at a distorted geometry.

Structure (XYZ):
```
109
Properties=species:S:1:pos:R:3:forces:R:3
Be 0.269 -0.212 1.194 -0.49 0.02 -0.08
O 2.017 -3.998 6.227 0.19 -0.10 0.07
C 2.949 -3.461 5.617 -0.41 0.71 -0.09
O 4.170 -3.605 5.563 0.07 -0.10 -0.02
C 2.396 -2.339 4.626 0.14 -0.99 -0.23
C 3.148 -1.959 3.525 0.01 0.35 0.12
C 2.563 -1.224 2.509 -0.05 0.14 0.30
N 1.275 -0.838 2.558 0.09 0.03 -0.20
C 0.556 -1.180 3.647 0.47 -0.12 0.14
C 1.064 -1.959 4.666 -0.13 0.40 0.03
C -0.810 -0.668 3.606 -0.42 0.03 -0.12
C -1.720 -0.735 4.654 0.09 -0.04 0.09
C -2.995 -0.237 4.466 0.04 0.02 -0.15
C -3.327 0.308 3.231 -0.03 -0.04 0.05
C -2.367 0.331 2.241 -0.01 0.03 -0.08
N -1.131 -0.136 2.419 0.05 -0.01 0.18
C 3.316 -0.774 1.326 0.11 0.01 -0.35
C 4.690 -0.951 1.188 0.03 -0.06 0.13
C 5.320 -0.490 0.048 -0.04 0.01 -0.07
C 4.557 0.120 -0.937 -0.02 -0.03 0.01
C 3.196 0.227 -0.724 0.07 -0.22 -0.13
N 2.581 -0.187 0.379 -0.11 -0.36 -0.07
H 4.190 -2.250 3.514 -0.06 -0.11 0.00
H 0.462 -2.305 5.496 0.01 -0.05 0.00
H -1.428 -1.169 5.599 0.02 -0.01 -0.01
H -3.726 -0.286 5.262 0.01 0.02 0.02
H -4.315 0.702 3.041 -0.01 -0.03 -0.04
H -2.582 0.707 1.253 0.05 -0.07 0.11
H 5.257 -1.449 1.961 0.01 0.04 -0.01
H 6.386 -0.622 -0.085 0.01 0.02 0.05
H 4.997 0.493 -1.852 0.01 -0.03 0.00
H 2.552 0.646 -1.480 -0.03 -0.05 -0.26
N -1.011 -5.676 -3.049 0.18 0.22 0.09
C -1.825 -6.692 -3.481 -0.43 -0.11 0.17
C -1.679 -7.670 -4.460 0.10 -0.01 -0.06
C -2.723 -8.557 -4.605 0.06 0.03 -0.02
C -3.880 -8.478 -3.808 -0.09 -0.02 0.02
C -4.029 -7.507 -2.846 0.02 0.02 0.01
C -2.982 -6.596 -2.679 0.34 -0.15 -0.34
N -2.852 -5.551 -1.802 0.02 0.30 0.26
C -1.677 -5.027 -2.038 -0.26 -0.45 -0.23
C -1.158 -3.895 -1.294 0.17 0.40 0.25
C 0.111 -3.349 -1.481 -0.19 -0.11 -0.03
C 0.505 -2.264 -0.727 0.14 0.05 0.00
N -0.260 -1.675 0.202 0.03 0.04 0.01
C -1.478 -2.220 0.391 -0.05 0.02 0.02
C -1.955 -3.298 -0.314 0.04 -0.15 -0.18
H -0.097 -5.462 -3.407 0.01 -0.01 0.01
H -0.790 -7.736 -5.073 -0.01 -0.03 0.00
H -2.653 -9.338 -5.350 0.00 0.00 0.00
H -4.666 -9.205 -3.963 -0.01 0.01 0.01
H -4.914 -7.440 -2.228 -0.01 -0.01 -0.01
H 0.803 -3.758 -2.204 0.04 0.04 0.03
H 1.489 -1.853 -0.868 0.13 0.11 0.00
H -2.098 -1.770 1.148 -0.01 -0.06 -0.03
H -2.938 -3.702 -0.124 -0.02 0.05 0.05
O -0.136 1.192 0.343 0.08 -0.36 0.24
P 0.060 2.487 -0.443 0.18 0.72 -0.46
C 1.823 3.019 -0.171 -0.52 -0.11 0.00
C 2.188 2.713 1.295 0.07 0.08 0.16
C 3.632 3.116 1.604 -0.05 0.07 -0.05
C 3.960 4.574 1.204 -0.14 -0.02 0.04
C 2.748 5.279 0.598 0.19 -0.09 -0.06
C 2.212 4.463 -0.578 -0.03 0.10 0.03
C -0.994 3.981 -0.060 0.21 -0.13 0.08
C -0.910 4.564 1.354 0.09 -0.23 0.06
C -1.733 3.749 2.346 -0.16 0.21 -0.07
C -3.197 3.690 1.906 0.15 -0.21 -0.08
C -3.336 3.157 0.479 0.03 0.20 0.00
C -2.468 3.957 -0.486 -0.07 -0.24 0.00
C -0.452 2.283 -2.227 0.25 0.03 0.34
C 0.580 1.964 -3.319 0.05 0.17 0.00
C -0.177 1.749 -4.631 0.01 -0.12 0.01
C -1.032 0.465 -4.566 0.04 0.01 0.12
C -1.330 0.069 -3.115 -0.07 0.09 -0.08
C -1.662 1.313 -2.297 -0.03 -0.18 0.03
H 2.406 2.333 -0.787 -0.15 0.20 0.04
H 2.079 1.648 1.491 -0.08 0.19 0.02
H 1.505 3.218 1.980 0.01 0.06 -0.01
H 4.302 2.426 1.085 0.01 -0.02 0.02
H 3.800 2.975 2.673 0.05 -0.07 -0.01
H 4.766 4.583 0.468 0.04 0.03 0.03
H 4.310 5.135 2.070 0.06 -0.01 -0.02
H 3.037 6.270 0.246 -0.04 0.01 -0.01
H 1.987 5.429 1.364 -0.08 0.03 -0.01
H 3.020 4.403 -1.311 -0.07 0.01 -0.11
H 1.394 4.997 -1.062 0.03 -0.01 -0.06
H -0.485 4.680 -0.736 -0.01 -0.03 0.00
H -1.306 5.583 1.313 0.03 0.01 -0.03
H 0.121 4.641 1.686 0.05 0.06 0.03
H -1.663 4.207 3.334 0.03 -0.10 0.03
H -1.314 2.743 2.407 0.02 -0.09 0.09
H -3.613 4.701 1.937 -0.06 -0.01 0.07
H -3.773 3.073 2.598 -0.04 0.09 0.02
H -4.379 3.209 0.161 -0.01 -0.05 -0.02
H -3.031 2.110 0.425 -0.13 0.19 -0.06
H -2.811 4.996 -0.485 0.04 0.02 -0.03
H -2.600 3.586 -1.502 0.00 0.06 0.01
H -0.801 3.290 -2.472 -0.02 -0.01 0.01
H 1.155 1.065 -3.118 0.15 -0.16 0.23
H 1.287 2.791 -3.415 0.03 -0.02 0.03
H 0.522 1.689 -5.465 0.00 0.07 0.00
H -0.817 2.616 -4.814 0.04 0.03 -0.02
H -0.523 -0.357 -5.072 -0.02 0.01 -0.03
H -1.975 0.633 -5.089 0.02 -0.06 -0.05
H -0.473 -0.442 -2.672 0.04 -0.06 0.04
H -2.166 -0.633 -3.081 0.02 -0.01 0.03
H -1.983 1.019 -1.296 -0.08 0.01 -0.03
H -2.508 1.812 -2.776 0.00 0.06 0.07
```
Positions in Å, forces in eV/Å.

As for the total charge: +1. The HOMO energy comes out at -0.3587 hartree. The value obtained for the energy is -2694.5031 a.u. The HOMO-LUMO gap comes out at 6.46 eV.

Entry 2:
The following is a DFT calculation (ωB97M-V with the def2-TZVPD basis set) of C46H52LaN9O5S3Si as an isolated structure at a distorted geometry.

Structure (XYZ):
```
117
Properties=species:S:1:pos:R:3:forces:R:3
La 0.594 0.798 -2.256 2.84 -1.65 0.65
C 4.549 -1.687 -0.050 1.11 0.56 -0.31
N 4.244 -1.839 -1.506 -1.13 -1.27 3.00
C 2.918 -2.462 -1.691 0.02 0.26 1.66
C 2.516 -2.880 -3.056 -0.12 -3.12 -2.34
N 1.045 -2.893 -3.324 1.60 0.87 1.27
C 0.641 -2.538 -4.651 0.16 -0.25 -0.95
C 0.224 -3.742 -2.538 -0.13 1.72 1.19
C -0.139 -4.989 -3.016 -1.01 -0.70 0.70
C -1.210 -5.657 -2.444 -1.55 0.57 0.64
C -2.009 -5.046 -1.408 1.24 -1.04 -0.86
C -1.514 -3.929 -0.800 2.06 0.70 -1.09
C -0.341 -3.218 -1.313 -1.61 -0.73 -0.62
S 0.000 -1.673 -0.497 -0.26 -0.31 -0.41
C 5.033 -1.195 -2.370 2.54 0.52 -0.89
C 6.453 -1.230 -2.121 0.90 0.13 -0.59
C 7.445 -0.689 -2.992 -2.58 -0.06 0.12
C 6.959 -0.187 -4.233 0.52 0.33 0.09
C 5.576 -0.146 -4.475 0.82 0.75 1.01
C 4.617 -0.445 -3.482 0.12 -0.21 -1.21
S 2.993 0.141 -3.831 -0.44 0.48 0.15
H 3.725 -2.130 0.535 0.64 0.19 -0.18
H 5.576 -2.080 0.223 -1.37 -0.31 -0.18
H 4.678 -0.610 0.241 -0.61 -0.67 -0.46
H 2.182 -1.753 -1.359 -0.36 0.30 0.07
H 2.812 -3.283 -0.892 0.31 0.81 -1.40
H 2.914 -3.971 -3.297 -0.40 1.64 0.51
H 2.965 -2.255 -3.835 -0.14 -0.18 0.45
H 0.503 -3.386 -5.352 0.30 -0.08 0.11
H -0.281 -1.965 -4.720 -0.14 -0.20 0.46
H 1.417 -1.874 -5.041 -0.07 -0.14 -0.19
H 0.329 -5.483 -3.857 0.28 0.40 -0.14
H -1.538 -6.582 -2.891 -0.07 -0.26 -0.01
H -2.960 -5.442 -1.031 0.49 -0.25 -0.33
H -2.004 -3.531 0.049 -0.41 0.59 0.63
H 6.842 -1.745 -1.220 -0.50 0.46 -0.64
H 8.456 -0.634 -2.602 0.04 -0.06 -0.54
H 7.610 0.327 -4.985 -0.42 -0.76 0.78
H 5.227 0.398 -5.346 -0.01 -0.22 -0.02
C 4.593 1.734 2.407 0.03 0.53 0.63
C 3.267 2.526 2.457 0.00 0.04 1.17
N 2.953 3.245 1.238 1.11 0.38 0.41
C 2.230 2.690 0.249 -1.11 0.82 0.14
S 1.728 1.054 0.391 0.19 0.19 -0.33
N 1.761 3.642 -0.596 -0.56 -0.50 -1.28
N 1.069 3.192 -1.678 -1.38 3.41 0.04
C 0.221 4.130 -2.252 2.41 -2.10 2.78
C -0.011 5.467 -1.629 -0.30 1.81 -0.46
C -0.444 3.759 -3.470 -0.89 0.90 -1.39
C -1.419 4.631 -4.069 -0.27 -1.04 -1.77
C -1.881 4.421 -5.410 1.00 -0.30 1.84
C -1.466 3.243 -6.012 0.78 -0.51 -0.37
C -0.659 2.317 -5.293 -0.40 1.29 1.19
N -0.081 2.611 -4.066 -1.75 -0.38 -2.42
H 4.778 1.306 3.404 -0.07 0.00 -0.28
H 4.534 0.926 1.690 -0.05 -0.11 -0.19
H 5.477 2.363 2.169 -0.59 -0.16 0.01
H 2.405 1.842 2.586 0.67 0.21 0.25
H 3.256 3.204 3.382 0.01 -0.57 -1.54
H 3.355 4.177 1.086 -0.64 -0.73 0.01
H -0.859 5.525 -0.875 0.93 -0.37 -0.89
H 0.885 5.915 -1.135 -0.58 -0.80 -0.32
H -0.257 6.171 -2.489 0.13 -0.62 1.20
H -1.893 5.394 -3.510 0.06 0.75 0.53
H -2.544 5.090 -5.994 0.45 -0.28 0.91
H -1.755 3.124 -7.073 0.23 -0.63 0.82
H -0.599 1.283 -5.614 0.57 0.19 -0.17
C -1.422 -2.809 6.806 -0.89 -0.54 0.62
Si -0.552 -1.133 6.508 -1.62 1.04 -1.01
C 0.991 -1.398 5.442 0.54 -0.23 2.20
C -0.076 -0.698 8.291 1.16 0.52 1.11
N -1.561 -0.037 5.660 0.29 -3.45 1.86
C -1.499 1.125 5.140 0.09 2.28 -1.85
C -1.174 2.353 5.850 -0.25 -1.22 0.41
C -0.793 3.494 5.202 -0.22 0.53 0.82
C -0.900 3.656 3.853 0.55 0.14 -2.14
C -1.306 2.536 3.070 -0.99 -0.29 1.33
C -1.735 1.334 3.675 0.81 1.48 0.50
O -2.245 0.294 2.875 -1.99 0.52 0.38
C -3.702 0.197 2.902 2.23 0.37 -1.10
C -4.555 1.226 2.492 0.15 -0.45 0.94
C -5.916 1.070 2.634 0.02 -1.51 0.49
C -6.432 -0.234 2.939 -1.93 1.90 -0.68
C -5.608 -1.285 3.163 1.26 -0.99 0.50
C -4.195 -1.039 3.136 -1.07 -1.80 0.85
H -0.768 -3.661 6.644 0.52 -0.10 -0.07
H -2.256 -3.007 6.116 0.13 0.40 0.03
H -1.845 -3.002 7.838 0.43 0.58 -0.86
H 1.834 -1.719 6.090 -0.17 0.39 -0.10
H 1.209 -0.429 5.038 0.30 0.39 -0.59
H 0.953 -2.177 4.724 -0.50 -0.41 -1.07
H 0.578 -1.512 8.663 -0.26 0.04 -0.08
H -0.951 -0.689 8.965 0.15 0.01 -0.40
H 0.523 0.229 8.544 -0.73 -0.70 -0.69
H -1.224 2.376 6.958 0.32 -0.44 -0.73
H -0.414 4.286 5.824 -0.06 0.56 0.11
H -0.644 4.632 3.366 -0.11 -1.09 0.39
H -1.384 2.663 2.005 -0.09 -0.20 -0.38
H -4.100 2.094 2.102 0.26 1.18 -0.02
H -6.565 1.929 2.647 -0.25 0.05 -0.69
H -7.552 -0.386 2.872 1.37 0.23 0.45
H -6.076 -2.261 3.473 0.94 0.93 -0.62
H -3.447 -1.802 3.332 -0.29 -0.08 0.14
O -3.757 0.665 -0.589 0.72 0.86 -0.34
C -4.761 0.276 -1.293 -0.42 -1.83 -0.91
O -5.905 0.435 -0.980 -1.28 0.25 -0.02
C -4.428 -0.642 -2.500 0.99 -1.91 -1.98
C -5.190 -1.649 -3.181 0.48 0.88 0.94
N -4.358 -2.339 -4.067 0.00 0.60 0.90
N -3.093 -1.886 -4.042 -1.11 2.49 1.92
C -3.142 -0.843 -3.112 0.31 -1.38 -1.44
C -1.892 -0.045 -2.960 -0.05 -0.47 -0.10
O -1.770 0.757 -1.948 -0.71 -0.11 -1.45
O -0.949 -0.175 -3.786 -1.58 -0.09 0.15
H -2.914 0.748 -1.204 -0.26 -0.33 1.14
H -6.248 -1.831 -2.947 0.68 -0.35 -0.60
H -4.476 -3.164 -4.691 -0.50 1.14 1.13
```
Positions in Å, forces in eV/Å.

As for the total charge: -2. The HOMO energy comes out at -0.0409 hartree. The value obtained for the energy is -4168.8076 a.u. The HOMO-LUMO gap comes out at 4.03 eV. The calculation puts the energy relative to the best compared isomer or geometry (same formula, charge and spin) at 0.0000 eV.